1.
Entry from OMol25: a molecular structure, C2H2F2O5S2 in a non-equilibrium geometry (ωB97M-V/def2-TZVPD).

Element x y z (Å)
C1 -0.18187 -0.16667 0.42191
C2 -2.59329 -1.46575 -2.67947
O1 -2.22420 0.91676 1.86844
O2 -1.38417 2.10201 -0.02200
O3 -2.04240 -2.53960 -0.08802
O4 -0.43824 -0.89213 -0.77460
O5 -2.64909 -0.05737 -0.29089
F1 -1.82962 -0.42324 -3.18778
F2 -2.08408 -2.62718 -3.10359
S1 -1.64019 0.85622 0.57824
S2 -1.88555 -1.39959 -0.92129
H1 0.69206 0.53337 0.43212
H2 -0.26167 -0.93809 1.37315

Results
ΔE to the lowest compared entry with this formula, charge and spin in kJ/mol: 273.1
E_HOMO in hartree: -0.3516
Gap between HOMO and LUMO in eV: 9.365

Here are the natural (NBO) charges for atoms 1 to 2, given in e:
1. C -0.380
2. C 0.283

---

2.
Entry from OMol25: a gas-phase ion, C2H2F2P (charge +1) in a non-equilibrium geometry (ωB97M-V/def2-TZVPD).

Element x y z (Å)
C1 0.39134 -0.17233 -0.40736
C2 -0.13729 0.12724 0.67263
F1 -0.05937 2.16726 2.46875
F2 1.84581 2.06319 0.98263
P1 1.06092 1.18711 2.01478
H1 1.20180 -0.22181 -1.13117
H2 -1.11689 -0.11761 1.11163

Results
ΔE to the lowest compared entry with this formula, charge and spin in kJ/mol: 49.4
Total charge: +1
E_HOMO (alpha / beta) in hartree: -0.6178 / -0.6178
Gap between HOMO and LUMO (alpha / beta) in eV: 9.096 / 9.097

Here are the Löwdin charges for atoms 1 to 2, given in e:
1. C 0.253
2. C -0.159